*i*
This record from OMol25 describes an isolated molecule of C7H15N. The level of theory is ωB97M-V/def2-TZVPD.

Results
**Kohn-Sham gap**: 9.12 eV
**LUMO level**: 1.0 eV
**Structure (SMILES)**: CCCC/C=C(/C)N

```
! RIJCOSX wB97M-V def2-TZVPD def2/J DEFGRID3
* xyz 0 1
C -1.54476 0.60080 -2.80231
C -1.67313 -0.60753 -1.69236
C -0.16310 -1.13502 -1.43317
C 0.76089 -0.21849 -0.78689
C 0.00702 -0.02258 0.55028
C 0.70497 0.25351 1.69211
C -0.05757 0.46954 2.93260
N 2.13723 0.49742 1.80624
H -2.21457 1.49667 -2.41204
H -2.04304 0.36124 -3.71558
H -0.55720 1.06885 -2.85964
H -2.05438 -0.14981 -0.73572
H -2.40604 -1.28951 -2.24986
H -0.21038 -2.05051 -1.00416
H 0.22905 -1.17428 -2.43430
H 1.83486 -0.78526 -0.67732
H 0.88699 0.82727 -1.18499
H -1.02132 0.05243 0.55519
H 0.52804 0.40518 3.83002
H -0.36026 1.62249 3.00115
H -0.92702 -0.09503 3.09936
H 2.65544 0.27062 0.87276
H 2.49327 -0.08382 2.50994
*
```

Want to see where the charge sits? The natural (NBO) charges in e are: atom 1 (C): -0.630, atom 2 (C): -0.395, atom 3 (C): -0.407, atom 4 (C): -0.426, atom 5 (C): -0.287, atom 6 (C): 0.186, atom 7 (C): -0.647, atom 8 (N): -0.818, atom 9 (H): 0.197, atom 10 (H): 0.209, atom 11 (H): 0.206, atom 12 (H): 0.194, atom 13 (H): 0.219, atom 14 (H): 0.207, atom 15 (H): 0.195, atom 16 (H): 0.201, atom 17 (H): 0.218, atom 18 (H): 0.195, atom 19 (H): 0.213, atom 20 (H): 0.214, atom 21 (H): 0.223, atom 22 (H): 0.372, atom 23 (H): 0.362

*ii*
This record from OMol25 describes a structure of composition C7H15N. The level of theory is ωB97M-V/def2-TZVPD.

Results
**Kohn-Sham gap**: 7.82 eV
**LUMO level**: 0.9 eV

```
! RIJCOSX wB97M-V def2-TZVPD def2/J DEFGRID3
* xyz 0 1
C -0.74029 0.49877 -1.01754
C 0.97036 -0.23760 0.50713
C -0.35278 0.13222 0.37109
C -1.42683 -0.47009 -1.92668
C 1.41279 -1.19502 1.57921
C 2.09131 0.51721 -0.14420
C -1.43872 -0.59575 1.14342
N -0.51181 1.73589 -1.30834
H -0.54040 1.86643 0.87188
H -0.80858 2.10259 -2.20778
H -0.54376 2.28774 -0.11835
H -0.90858 -0.52475 -2.88657
H -2.45421 -0.14833 -2.11996
H -1.43436 -1.47116 -1.49916
H 1.61985 -0.66555 2.51915
H 2.49488 1.25501 0.56314
H 2.91334 -0.15105 -0.41831
H 0.67435 -1.96773 1.79205
H 2.34008 -1.69753 1.29552
H 1.78413 1.07715 -1.02555
H -2.40982 -0.13385 0.96678
H -1.21785 -0.56700 2.20894
H -1.51310 -1.64758 0.85413
*
```

Want to see where the charge sits? The natural (NBO) charges in e are: atom 1 (C): 0.361, atom 2 (C): -0.010, atom 3 (C): -0.044, atom 4 (C): -0.682, atom 5 (C): -0.645, atom 6 (C): -0.642, atom 7 (C): -0.650, atom 8 (N): -0.709, atom 9 (H): -0.234, atom 10 (H): 0.373, atom 11 (H): 0.230, atom 12 (H): 0.235, atom 13 (H): 0.237, atom 14 (H): 0.231, atom 15 (H): 0.217, atom 16 (H): 0.218, atom 17 (H): 0.205, atom 18 (H): 0.211, atom 19 (H): 0.214, atom 20 (H): 0.224, atom 21 (H): 0.218, atom 22 (H): 0.232, atom 23 (H): 0.210

Which structure wins on stability? *i* wins.

*i*
This record from OMol25 describes an isolated molecule of C7H15N. The level of theory is ωB97M-V/def2-TZVPD.

Results
**Kohn-Sham gap**: 10.79 eV
**LUMO level**: 0.9 eV
**Structure (SMILES)**: [H]/N=C/C(C)(C)CCC

```
! RIJCOSX wB97M-V def2-TZVPD def2/J DEFGRID3
* xyz 0 1
H 1.27591 0.62914 3.68273
N 1.33671 0.65830 2.65782
C 0.17284 0.44196 2.14184
C -0.05884 0.38059 0.63118
C -1.55050 0.66380 0.41019
C 0.78853 1.47543 -0.03692
C 0.36804 -1.04302 0.19571
C 0.02432 -1.60675 -1.19072
C -0.01976 -0.66074 -2.37436
H -0.68931 0.23497 2.80160
H -1.78956 0.85862 -0.63750
H -1.86926 1.54861 0.97553
H -2.16891 -0.17543 0.74695
H 1.84309 1.18176 -0.09875
H 0.74864 2.41305 0.53010
H 0.44563 1.70272 -1.04999
H 1.45689 -1.12574 0.32538
H -0.03983 -1.76226 0.92270
H 0.77315 -2.37952 -1.41434
H -0.93344 -2.13731 -1.13357
H -0.90332 -0.02011 -2.34362
H -0.08782 -1.23754 -3.30342
H 0.87677 -0.04052 -2.43856
*
```

Want to see where the charge sits? The natural (NBO) charges in e are: atom 1 (H): 0.336, atom 2 (N): -0.623, atom 3 (C): 0.163, atom 4 (C): -0.142, atom 5 (C): -0.607, atom 6 (C): -0.606, atom 7 (C): -0.384, atom 8 (C): -0.399, atom 9 (C): -0.609, atom 10 (H): 0.154, atom 11 (H): 0.214, atom 12 (H): 0.212, atom 13 (H): 0.208, atom 14 (H): 0.222, atom 15 (H): 0.217, atom 16 (H): 0.208, atom 17 (H): 0.214, atom 18 (H): 0.205, atom 19 (H): 0.206, atom 20 (H): 0.195, atom 21 (H): 0.198, atom 22 (H): 0.211, atom 23 (H): 0.205

*ii*
This record from OMol25 describes a cluster of 2 separate species, C7H15N in total. The level of theory is ωB97M-V/def2-TZVPD.

Results
**Kohn-Sham gap**: 4.22 eV
**LUMO level**: -2.4 eV

```
! RIJCOSX wB97M-V def2-TZVPD def2/J DEFGRID3
* xyz 0 1
C 0.64644 2.13930 -2.29797
C 0.19653 1.57810 -0.95427
C 0.88972 0.27383 -0.53679
C 0.23246 -0.42248 0.58610
C 0.54444 -0.05850 1.92158
N -0.10867 -0.39127 2.98613
C -0.99980 -1.22435 0.35870
C -0.94953 -2.00524 -0.93472
H 0.37201 1.50407 -3.14285
H 1.68819 2.43709 -2.40505
H 0.04991 3.05038 -2.42579
H 0.31496 2.38313 -0.22538
H -0.88604 1.41225 -0.97167
H 1.92352 0.51230 -0.25480
H 1.01282 -0.38229 -1.40218
H 1.57502 0.28008 2.06956
H -1.38948 -0.40306 -2.33785
H -1.10284 -0.47092 2.75822
H -1.09498 -1.92106 1.20556
H -1.91942 -0.60439 0.34844
H -0.07677 -2.64316 -1.07823
H -1.91847 -2.43636 -1.16736
H -0.89068 -1.05757 -1.78247
*
```

Want to see where the charge sits? The natural (NBO) charges in e are: atom 1 (C): -0.608, atom 2 (C): -0.388, atom 3 (C): -0.470, atom 4 (C): 0.101, atom 5 (C): 0.016, atom 6 (N): -0.587, atom 7 (C): -0.503, atom 8 (C): -0.414, atom 9 (H): 0.207, atom 10 (H): 0.208, atom 11 (H): 0.211, atom 12 (H): 0.208, atom 13 (H): 0.206, atom 14 (H): 0.221, atom 15 (H): 0.216, atom 16 (H): 0.174, atom 17 (H): -0.027, atom 18 (H): 0.321, atom 19 (H): 0.216, atom 20 (H): 0.199, atom 21 (H): 0.216, atom 22 (H): 0.218, atom 23 (H): 0.060

Which structure wins on stability? *i* wins.